The following is a DFT calculation (the ωB97M-V functional and the def2-TZVPD basis) of C37H47N2PS2Tc as an isolated structure.

Each line ends with the Mulliken spin population.
Element x y z (Å)
Tc (-0.1486, 0.3218, 1.0009)  2.422
C (5.0241, -1.0849, 3.3224)  0.003
C (3.5137, -0.8539, 3.4048)  0.007
C (2.7538, -2.1790, 3.5614)  0.012
C (2.9817, -0.1150, 2.2040)  0.012
C (3.2282, -0.5591, 0.9084)  -0.048
C (2.6997, 0.0638, -0.2179)  0.121
C (3.0987, -0.4438, -1.5874)  0.006
C (3.0665, -1.9714, -1.7103)  0.006
C (4.5174, 0.0577, -1.9071)  0.004
C (1.8780, 1.2220, -0.0510)  -0.020
C (1.7080, 1.7517, 1.2606)  0.066
C (2.2057, 1.0363, 2.3606)  0.013
C (1.0549, 3.1078, 1.4909)  0.031
C (2.1455, 4.1823, 1.6002)  -0.006
C (0.1612, 3.1380, 2.7359)  0.016
C (1.4797, 2.0291, -1.2538)  -0.041
C (2.4575, 2.8595, -1.7969)  0.000
C (2.2267, 3.5843, -2.9543)  0.001
C (1.0017, 3.4782, -3.5943)  0.000
C (0.0092, 2.6817, -3.0499)  -0.005
C (0.2234, 1.9590, -1.8713)  0.003
P (-1.1353, 0.9641, -1.1568)  -0.032
C (-2.6023, 2.1132, -0.8438)  -0.054
C (-2.8765, 3.0778, -2.0052)  -0.002
C (-3.8628, 1.2862, -0.5611)  0.004
C (-2.2798, 2.9744, 0.3804)  0.063
C (-1.5445, -0.4165, -2.3726)  -0.004
C (-0.2118, -1.0133, -2.8303)  -0.003
C (-2.2985, 0.1013, -3.6051)  0.001
C (-2.3923, -1.5073, -1.7100)  -0.008
H (5.3693, -1.5613, 4.2393)  0.000
H (5.5663, -0.1462, 3.2038)  0.000
H (5.2906, -1.7453, 2.4950)  0.000
H (3.3104, -0.2382, 4.2841)  0.000
H (2.9170, -2.8239, 2.6932)  -0.001
H (1.6795, -2.0150, 3.6744)  -0.004
H (3.1106, -2.7079, 4.4445)  0.001
H (3.8525, -1.4329, 0.7682)  -0.003
H (2.4149, -0.0180, -2.3224)  0.006
H (3.8861, -2.4363, -1.1610)  0.000
H (3.1889, -2.2511, -2.7566)  0.000
H (2.1313, -2.4044, -1.3541)  0.005
H (5.2337, -0.3454, -1.1886)  0.000
H (4.5905, 1.1441, -1.8854)  -0.001
H (4.8085, -0.2819, -2.9010)  0.001
H (2.0370, 1.4191, 3.3604)  0.004
H (0.4551, 3.3437, 0.6111)  0.014
H (2.7944, 3.9791, 2.4544)  0.000
H (1.6867, 5.1607, 1.7445)  0.000
H (2.7617, 4.2233, 0.7026)  0.000
H (0.7501, 3.1511, 3.6529)  -0.002
H (-0.5242, 2.2813, 2.8127)  -0.020
H (-0.4539, 4.0375, 2.7299)  0.005
H (3.4189, 2.9293, -1.3029)  0.000
H (3.0024, 4.2225, -3.3570)  0.000
H (0.8109, 4.0224, -4.5097)  0.000
H (-0.9422, 2.6333, -3.5553)  0.000
H (-3.0621, 2.5856, -2.9559)  0.000
H (-2.0758, 3.8056, -2.1235)  0.000
H (-3.7823, 3.6309, -1.7466)  0.000
H (-4.2417, 0.7928, -1.4531)  -0.001
H (-4.6417, 1.9688, -0.2157)  -0.001
H (-3.7124, 0.5433, 0.2209)  -0.001
H (-1.4360, 3.6397, 0.1942)  0.001
H (-2.0924, 2.3827, 1.2778)  -0.045
H (-3.1468, 3.6033, 0.5915)  0.002
H (0.3724, -0.3001, -3.4126)  0.001
H (-0.4201, -1.8754, -3.4669)  0.000
H (0.3887, -1.3625, -1.9895)  0.007
H (-1.7363, 0.8474, -4.1638)  0.001
H (-3.2863, 0.4880, -3.3687)  0.000
H (-2.4395, -0.7521, -4.2716)  -0.001
H (-1.8788, -1.9718, -0.8752)  0.018
H (-2.5736, -2.2869, -2.4530)  0.001
H (-3.3614, -1.1487, -1.3709)  -0.001
S (-1.9449, -0.2364, 2.2298)  0.133
C (-2.1633, -1.9705, 2.0748)  0.042
C (-3.2797, -2.6093, 2.5874)  0.019
C (-3.4043, -3.9867, 2.4368)  0.020
C (-4.5673, -4.6488, 2.9559)  -0.002
N (-5.5013, -5.1775, 3.3645)  0.008
C (-2.4067, -4.7193, 1.7753)  0.017
C (-1.2871, -4.0702, 1.2642)  0.019
C (-1.1738, -2.6997, 1.4215)  0.069
S (0.2269, -1.8409, 0.7929)  0.117
C (-2.5237, -6.1401, 1.6074)  -0.003
N (-2.5846, -7.2772, 1.4592)  0.007
H (-4.0546, -2.0530, 3.0995)  0.000
H (-0.5221, -4.6392, 0.7515)  -0.001

Computed properties:
- Relative energy (zero: lowest compared OMol25 entry of this formula, charge and spin): 95.8 kJ/mol
- E_LUMO (alpha / beta): -8.0 / -8.5 eV
- Expectation value of S²: 3.797
- Calculated total energy: -2765.60327 a.u.
- Net charge: +2
- 2S+1: 4
- Largest force on an atom: 0.450 eV/Å
- Kohn-Sham gap (alpha / beta): 6.285 / 6.207 eV

=====

The following is a DFT calculation (the ωB97M-V functional and the def2-TZVPD basis) of C37H48N4O2PtSb2 as an isolated structure in a non-equilibrium geometry.

Each line ends with the Löwdin charge.
Element x y z (Å)
Pt (-0.6427, -1.2528, -0.4755)  1.139
C (-1.0694, -1.0469, 4.6236)  -0.312
Sb (-0.8009, -2.3802, 2.9533)  1.399
C (-1.9156, -3.9951, 3.8203)  -0.290
C (1.1285, -3.3066, 3.4368)  -0.281
C (2.2623, -2.3402, 3.5750)  -0.270
C (2.3996, -1.6404, 4.7766)  -0.048
C (3.3888, -0.6924, 4.9702)  -0.059
C (4.2816, -0.4079, 3.9490)  -0.066
C (4.1892, -1.1062, 2.7625)  -0.062
C (3.2014, -2.0748, 2.5558)  -0.295
C (3.2022, -2.7920, 1.2590)  -0.218
Sb (1.9511, -1.8031, -0.2410)  1.493
C (2.6947, -2.7163, -2.0122)  -0.246
C (3.0523, 0.0180, -0.3844)  -0.259
H (-1.1392, -1.6418, 5.5332)  0.013
H (-1.9990, -0.5005, 4.4671)  0.002
H (-0.2449, -0.3435, 4.6949)  -0.021
H (-1.5751, -4.1196, 4.8477)  0.018
H (-1.7239, -4.9097, 3.2664)  0.015
H (-2.9811, -3.7753, 3.8325)  0.011
H (1.2314, -4.0637, 2.6655)  0.052
H (0.8993, -3.7821, 4.3900)  0.070
H (1.7265, -1.8836, 5.5885)  0.118
H (3.4746, -0.1849, 5.9220)  0.116
H (5.0551, 0.3352, 4.0866)  0.114
H (4.9132, -0.9198, 1.9761)  0.117
H (2.8869, -3.8319, 1.3122)  0.077
H (4.1559, -2.7049, 0.7368)  0.081
H (3.7750, -2.7854, -1.8920)  0.030
H (2.4487, -2.0865, -2.8643)  0.017
H (2.2690, -3.7075, -2.1514)  0.030
H (3.9578, -0.1936, -0.9513)  0.032
H (3.3155, 0.3800, 0.6077)  -0.001
H (2.4592, 0.7675, -0.9054)  0.006
C (1.2246, 5.2878, -0.8981)  -0.027
C (0.1292, 5.1952, -1.9267)  -0.202
C (-0.1297, 6.2425, -2.8036)  -0.016
C (-1.1529, 6.1716, -3.7371)  -0.050
C (-1.9571, 5.0440, -3.7974)  -0.061
C (-1.7221, 3.9861, -2.9335)  -0.046
C (-0.6746, 4.0578, -2.0200)  -0.197
N (-0.4328, 2.9921, -1.0985)  0.165
C (-0.4250, 1.6683, -1.3536)  -0.351
N (-0.3918, 1.3117, -2.6441)  0.170
C (-0.3394, 0.0357, -3.2177)  -0.192
C (-0.4163, -1.1306, -2.4851)  -0.242
C (-0.3299, -2.3704, -3.1076)  -0.143
C (-0.1684, -2.4438, -4.4783)  -0.045
C (-0.1126, -1.2716, -5.2207)  -0.011
C (-0.2047, -0.0278, -4.6185)  -0.188
C (-0.1576, 1.2343, -5.4393)  -0.018
N (-0.3476, 0.7964, -0.3569)  -0.060
C (-0.5300, 1.2934, 0.9761)  -0.285
C (0.5583, 1.2583, 1.8440)  -0.032
C (0.4662, 1.7893, 3.1165)  -0.065
C (-0.7363, 2.3439, 3.5369)  -0.052
C (-1.8334, 2.3380, 2.6904)  -0.017
C (-1.7587, 1.8175, 1.3988)  -0.212
C (-2.9735, 1.8470, 0.5096)  -0.026
H (1.8219, 6.1818, -1.0606)  0.089
H (1.8920, 4.4246, -0.9401)  0.083
H (0.8133, 5.3505, 0.1140)  0.091
H (0.4881, 7.1304, -2.7536)  0.124
H (-1.3304, 7.0017, -4.4070)  0.118
H (-2.7740, 4.9936, -4.5045)  0.115
H (-2.3817, 3.1258, -2.9417)  0.118
H (-0.1847, 3.2551, -0.1560)  0.145
H (-0.3634, 2.0867, -3.2934)  0.112
H (-0.3824, -3.2826, -2.5233)  0.096
H (-0.0827, -3.4048, -4.9672)  0.125
H (0.0004, -1.3273, -6.2957)  0.128
H (-0.0713, 0.9887, -6.4947)  0.093
H (0.7019, 1.8595, -5.1808)  0.100
H (-1.0665, 1.8301, -5.3183)  0.091
H (1.4946, 0.8490, 1.4919)  0.077
H (1.3322, 1.7912, 3.7663)  0.117
H (-0.8203, 2.7789, 4.5241)  0.123
H (-2.7729, 2.7584, 3.0296)  0.128
H (-3.8744, 1.6446, 1.0894)  0.098
H (-2.9047, 1.1194, -0.3001)  0.046
H (-3.1024, 2.8307, 0.0526)  0.097
N (-2.8803, -1.3703, -0.4293)  -0.046
C (-3.4366, -2.7050, -0.1262)  -0.201
C (-2.7286, -3.7813, -0.9346)  -0.088
C (-1.3810, -4.1654, -0.3657)  -0.634
O (-0.9695, -5.2914, -0.3701)  0.131
O (-0.6895, -3.1658, 0.1992)  -0.475
H (-3.2565, -0.6579, 0.1887)  0.075
H (-3.1455, -1.1196, -1.3799)  0.111
H (-4.4992, -2.7271, -0.3728)  0.135
H (-3.3398, -2.8715, 0.9391)  0.102
H (-2.5763, -3.4308, -1.9612)  0.116
H (-3.3411, -4.6783, -0.9855)  0.139

Computed properties:
- E_LUMO: -6.9 eV
- Calculated total energy: -2407.52253 a.u.
- Net charge: +2
- 2S+1: 1
- Largest force on an atom: 2.539 eV/Å
- Kohn-Sham gap: 5.854 eV

=====

The following is a DFT calculation (the ωB97M-V functional and the def2-TZVPD basis) of C37H48N5O7S3SiY as an isolated structure in a non-equilibrium geometry.

Each line ends with the Löwdin charge.
Element x y z (Å)
Y (5.6270, -19.6674, -11.9961)  1.313
C (10.5984, -21.0603, -3.3688)  -0.055
O (10.1900, -20.0890, -2.3738)  -0.134
C (9.2098, -19.2113, -2.7368)  -0.317
C (9.6022, -17.8727, -2.9461)  -0.008
C (8.6903, -17.0624, -3.5116)  -0.026
C (7.4656, -17.6147, -3.9108)  -0.302
C (6.9857, -18.8318, -3.4471)  -0.011
C (7.9267, -19.6785, -2.8871)  -0.009
N (6.8757, -17.0784, -5.0071)  0.029
N (5.8914, -17.7364, -5.4927)  0.078
C (5.9498, -17.6425, -6.8709)  -0.241
C (6.8057, -16.7913, -7.5160)  -0.037
C (7.0912, -17.0071, -8.8137)  -0.009
C (6.5812, -18.1084, -9.5246)  -0.376
O (7.0326, -18.4962, -10.6604)  -0.262
C (5.4364, -18.7955, -8.9562)  -0.161
N (4.7264, -19.5807, -9.8036)  -0.004
C (3.6580, -20.2317, -9.3275)  -0.118
C (3.2024, -19.9820, -8.0302)  -0.037
C (3.9370, -19.1596, -7.0850)  0.047
C (5.0787, -18.5207, -7.6286)  -0.096
H (11.1750, -21.7916, -2.7549)  0.099
H (11.2198, -20.5479, -4.1066)  0.088
H (9.7894, -21.6122, -3.8569)  0.084
H (10.6545, -17.6353, -2.8016)  0.125
H (8.9536, -16.0462, -3.8634)  0.126
H (5.9538, -19.0323, -3.6614)  0.102
H (7.6882, -20.7196, -2.5894)  0.135
H (7.3196, -16.0614, -6.8784)  0.120
H (7.8195, -16.4041, -9.3593)  0.123
H (3.2214, -20.9707, -10.0130)  0.113
H (2.3183, -20.5670, -7.7397)  0.101
H (3.5236, -18.8393, -6.1153)  0.117
C (7.5732, -18.3199, -15.2648)  -0.023
C (7.8934, -19.8169, -14.9992)  -0.542
C (6.9649, -20.7079, -15.8737)  -0.001
C (9.3466, -20.0571, -15.3431)  -0.032
O (7.6062, -20.0594, -13.5453)  -0.263
Si (8.3373, -21.3143, -12.7445)  -0.183
S (7.3532, -21.4539, -10.8736)  0.383
O (7.9998, -22.5735, -13.6973)  -0.158
C (8.7159, -23.7324, -14.1515)  -0.630
C (9.1545, -24.5060, -12.9096)  -0.033
C (7.6615, -24.5941, -14.8388)  -0.023
C (9.8617, -23.3821, -15.0355)  -0.030
O (9.9294, -21.0513, -12.7618)  -0.181
C (10.7535, -20.3343, -11.8005)  -0.583
C (10.8017, -21.0972, -10.4678)  -0.053
C (12.1193, -20.4222, -12.5157)  -0.028
C (10.2771, -18.8444, -11.6321)  0.002
H (7.8066, -18.0516, -16.2796)  0.082
H (8.1702, -17.6994, -14.5493)  0.101
H (6.5551, -18.0230, -15.0382)  0.052
H (7.3770, -20.8346, -16.8724)  0.092
H (6.0123, -20.2261, -15.9742)  0.059
H (6.8269, -21.6747, -15.4228)  0.069
H (9.4179, -19.6667, -16.3644)  0.099
H (9.5454, -21.1142, -15.3835)  0.037
H (10.0094, -19.4728, -14.6540)  0.098
H (8.4371, -24.7546, -12.1145)  0.102
H (9.8710, -23.9555, -12.3431)  0.059
H (9.6614, -25.4320, -13.2434)  0.095
H (6.7091, -24.5594, -14.2992)  0.102
H (8.0068, -25.5983, -14.8885)  0.069
H (7.4649, -24.3142, -15.8693)  0.080
H (10.6052, -22.7382, -14.5329)  0.094
H (9.4283, -22.8703, -15.9119)  0.086
H (10.2914, -24.3258, -15.3993)  0.102
H (11.0493, -22.1385, -10.5900)  0.078
H (9.8688, -20.9962, -9.8379)  0.057
H (11.5660, -20.6154, -9.8862)  0.073
H (12.4083, -21.4740, -12.6356)  0.090
H (12.8562, -19.9008, -11.9118)  0.081
H (11.9729, -19.9794, -13.4820)  0.068
H (9.4446, -18.8466, -10.8752)  0.082
H (9.9220, -18.4362, -12.5515)  0.058
H (11.1473, -18.2920, -11.3027)  0.078
O (3.4838, -23.2208, -13.3101)  0.072
C (3.7886, -22.0640, -13.0646)  -0.571
O (4.4351, -21.5347, -12.0625)  -0.224
C (3.2873, -20.9626, -13.9955)  -0.174
C (2.0605, -21.1955, -14.6034)  -0.006
C (1.5346, -20.2309, -15.4809)  -0.027
C (2.1970, -18.9563, -15.5494)  -0.043
C (3.3297, -18.7632, -14.7473)  -0.169
N (3.8891, -19.7378, -13.9965)  0.038
H (1.5949, -22.1732, -14.4199)  0.127
H (0.7008, -20.5941, -16.0918)  0.110
H (1.8384, -18.1336, -16.1991)  0.108
H (3.8347, -17.7807, -14.7150)  0.052
S (4.7631, -16.6607, -12.4933)  0.627
C (3.2347, -15.9972, -12.5199)  -1.130
N (2.1892, -16.0595, -11.7037)  -0.033
C (0.9734, -15.2720, -12.0873)  -0.182
C (1.3517, -14.3174, -13.2490)  -0.432
S (2.9650, -14.8478, -13.8163)  0.926
H (2.1910, -16.7302, -10.8958)  0.177
H (0.6157, -14.7463, -11.2083)  0.113
H (0.1567, -15.9504, -12.3643)  0.118
H (1.4108, -13.2606, -12.9510)  0.079
H (0.6034, -14.3871, -14.0531)  0.081

Computed properties:
- Relative energy (zero: lowest compared OMol25 entry of this formula, charge and spin): 73.2 kJ/mol
- E_LUMO (alpha / beta): -0.5 / -0.5 eV
- Calculated total energy: -3761.80911 a.u.
- Net charge: 0
- 2S+1: 1
- Largest force on an atom: 3.145 eV/Å
- Kohn-Sham gap (alpha / beta): 5.822 / 5.896 eV